(1)
The following is a quantum chemistry calculation of a cluster of 8 separate species, C19H32F15N2O13S in total in a non-equilibrium geometry, from the Open Molecules 2025 dataset.

Geometry as XYZ:
```
82
Properties=species:S:1:pos:R:3:lowdin_charge:R:1
N 1.443 2.321 -3.092 0.190
H 2.218 2.382 -2.421 0.023
H 0.635 1.826 -2.638 0.029
H 1.672 1.496 -3.699 -0.023
H 1.211 3.134 -3.640 0.112
N 0.282 -0.162 -0.413 0.269
H -0.047 0.242 -1.349 0.078
H 0.446 -1.162 -0.542 0.072
H -0.339 -0.028 0.375 0.059
H 1.146 0.319 -0.124 0.053
C 4.895 2.127 0.696 -0.639
F 4.107 3.125 1.061 0.122
F 5.998 2.670 0.167 0.124
F 5.237 1.406 1.780 0.107
S 3.981 0.987 -0.556 0.525
O 3.463 1.882 -1.573 -0.325
O 4.910 0.017 -1.109 -0.301
O 2.906 0.386 0.217 -0.350
O -0.775 1.161 -2.550 -0.381
C -0.797 0.481 -3.799 -0.360
C 0.447 -0.188 -4.503 -0.428
O 1.636 0.488 -4.675 -0.307
H -1.165 1.229 -4.522 0.085
H -1.518 -0.356 -3.790 0.063
H 0.011 -0.717 -5.369 0.077
H 0.606 -1.102 -3.888 0.067
C -3.158 -3.061 -2.962 -0.058
C -2.503 -2.495 -1.740 -0.212
O -3.358 -1.532 -1.125 0.060
C -3.096 -1.155 0.115 -0.378
O -2.273 -1.642 0.843 0.144
C -4.013 -0.078 0.667 -0.536
F -3.377 0.765 1.463 0.181
F -4.667 0.583 -0.291 0.171
F -4.978 -0.684 1.402 0.147
H -2.516 -3.830 -3.390 0.086
H -3.338 -2.243 -3.660 0.082
H -4.090 -3.572 -2.715 0.078
H -1.507 -2.137 -2.000 0.121
H -2.467 -3.292 -0.990 0.108
C -1.258 -5.506 0.829 -0.052
C -0.240 -4.584 1.499 -0.192
O 1.019 -4.723 0.844 0.057
C 1.364 -3.872 -0.097 -0.353
O 0.684 -2.981 -0.526 0.139
C 2.687 -4.229 -0.816 -0.545
F 3.481 -5.077 -0.155 0.164
F 2.368 -4.785 -1.984 0.175
F 3.374 -3.119 -1.069 0.191
H -2.276 -5.483 1.222 0.082
H -0.911 -6.538 0.869 0.078
H -1.442 -5.210 -0.206 0.066
H -0.087 -4.892 2.532 0.124
H -0.663 -3.582 1.532 0.096
C -3.088 3.935 1.237 -0.060
C -1.828 3.448 0.577 -0.204
O -0.747 4.346 0.328 0.052
C 0.489 3.894 0.282 -0.375
O 0.757 2.723 0.369 0.147
C 1.525 4.996 0.055 -0.541
F 2.441 4.531 -0.784 0.186
F 0.951 6.127 -0.309 0.183
F 2.172 5.299 1.213 0.134
H -3.345 4.945 0.909 0.080
H -2.970 4.035 2.318 0.077
H -3.924 3.277 1.017 0.068
H -2.095 3.065 -0.411 0.136
H -1.423 2.599 1.130 0.105
C 1.344 2.508 3.632 -0.040
C 1.708 1.040 3.606 -0.184
O 0.722 0.189 4.203 0.056
C -0.255 -0.256 3.437 -0.358
O -0.373 -0.026 2.267 0.139
C -1.203 -1.240 4.167 -0.542
F -2.476 -0.934 3.911 0.172
F -0.999 -2.478 3.717 0.168
F -0.980 -1.226 5.479 0.173
H 0.934 2.854 4.581 0.082
H 0.529 2.590 2.907 0.059
H 2.154 3.149 3.291 0.082
H 2.649 0.893 4.138 0.128
H 1.964 0.701 2.600 0.112
```

The value obtained for the LUMO energy is 2.15 eV. The value obtained for the total energy is -101418.9592 eV. The value obtained for the energy relative to the best compared isomer or geometry (same formula, charge and spin) is 0.00 kJ/mol. Its charge is -1.

---

(2)
The following is a quantum chemistry calculation of a cluster of 3 separate species, C19H32F16N5O3 in total, from the Open Molecules 2025 dataset.

Geometry as XYZ:
```
75
Properties=species:S:1:pos:R:3:lowdin_charge:R:1
N 1.993 -2.276 1.108 0.082
C 1.201 -1.342 0.287 -0.657
N 2.114 -0.758 -0.673 0.103
N 0.182 -2.153 -0.365 0.085
C 0.488 -0.302 1.213 -0.068
C -0.020 1.009 0.580 -0.435
C 1.068 2.077 0.357 -0.146
C 2.001 2.372 1.522 -0.161
C 3.079 3.360 1.069 -0.268
O 4.126 3.500 2.007 -0.041
C -1.018 1.623 1.584 -0.060
N -2.354 0.946 1.516 0.086
C -2.904 1.077 0.123 -0.098
C -1.989 0.256 -0.755 -0.185
N -0.618 0.726 -0.737 0.022
H 2.799 -1.781 1.480 0.077
H 1.442 -2.550 1.920 0.083
H 2.743 -0.085 -0.255 0.059
H 1.610 -0.350 -1.447 0.064
H 0.016 -1.834 -1.314 0.072
H 0.561 -3.093 -0.443 0.086
H 1.117 -0.099 2.076 0.111
H -0.384 -0.841 1.595 0.105
H 0.542 3.011 0.127 0.130
H 1.630 1.836 -0.542 0.102
H 1.461 2.802 2.365 0.122
H 2.537 1.476 1.838 0.110
H 2.652 4.344 0.880 0.131
H 3.454 2.993 0.117 0.090
H 4.665 2.697 1.977 0.091
H -0.653 1.535 2.605 0.143
H -1.186 2.681 1.391 0.141
H -2.229 -0.061 1.673 0.162
H -3.003 1.294 2.221 0.189
H -2.868 2.131 -0.146 0.140
H -3.935 0.747 0.100 0.114
H -2.374 0.308 -1.772 0.140
H -2.044 -0.792 -0.449 0.110
H -0.496 1.517 -1.359 0.129
C -6.998 -1.714 0.611 -0.047
C -5.593 -1.792 1.226 -0.419
C -5.038 -3.160 1.628 -0.302
F -5.763 -3.709 2.611 0.119
F -3.770 -2.962 2.082 0.081
F -5.477 -0.927 2.261 0.121
F -4.713 -1.343 0.265 0.063
O -8.051 -1.326 1.460 0.049
C -8.775 -2.248 2.187 -0.537
C -8.695 -1.951 3.689 -0.284
F -7.409 -2.001 4.102 0.096
F -9.399 -2.889 4.352 0.115
F -8.405 -3.511 1.907 0.157
F -10.068 -2.109 1.837 0.159
H -6.936 -0.904 -0.115 0.150
H -7.233 -2.618 0.050 0.153
H -5.004 -3.834 0.767 0.179
H -9.105 -0.961 3.899 0.177
C 6.071 0.009 -1.991 -0.046
C 5.248 1.307 -2.015 -0.424
C 4.095 1.400 -3.017 -0.309
F 4.537 1.374 -4.282 0.118
F 3.441 2.575 -2.809 0.085
F 6.050 2.376 -2.119 0.156
F 4.626 1.389 -0.783 0.056
O 7.315 0.024 -2.652 0.053
C 7.439 -0.316 -3.979 -0.538
C 8.037 0.837 -4.793 -0.284
F 7.236 1.921 -4.718 0.100
F 8.122 0.452 -6.084 0.107
F 6.276 -0.746 -4.505 0.152
F 8.321 -1.335 -4.053 0.153
H 6.334 -0.126 -0.943 0.150
H 5.463 -0.852 -2.273 0.150
H 3.390 0.578 -2.859 0.156
H 9.029 1.090 -4.415 0.178
```

The value obtained for the LUMO energy is -2.86 eV. The value obtained for the total energy is -77289.0367 eV. Its charge is +1.

---

(3)
The following is a quantum chemistry calculation of a cluster of 3 separate species, C19H32F9NO8Si in total in a non-equilibrium geometry, from the Open Molecules 2025 dataset.

Geometry as XYZ:
```
70
Properties=species:S:1:pos:R:3:lowdin_charge:R:1
C 5.340 1.282 0.830 -0.003
C 4.675 0.389 -0.319 -0.435
O 4.754 0.805 -1.505 0.036
O 4.021 -0.851 -0.123 -0.065
C 3.211 -0.863 1.092 -0.181
C 1.904 -1.754 0.775 -0.146
C 0.563 -0.857 0.585 -0.190
C -0.646 -1.348 1.522 -0.217
C -1.778 -2.188 0.732 -0.245
C -3.028 -2.345 1.736 -0.253
Si -4.725 -1.899 0.953 0.607
C -4.943 -2.669 -0.785 -0.186
N -5.978 -2.608 2.042 -0.072
C -5.065 0.028 0.990 -0.299
F -4.254 0.636 -0.014 -0.013
F -4.520 0.467 2.257 0.001
C -6.625 0.365 0.884 -0.239
F -7.264 0.116 2.135 0.087
F -7.202 -0.602 -0.011 0.048
C -6.985 1.796 0.270 -0.180
F -6.564 1.930 -1.088 0.092
F -8.417 1.844 0.204 0.075
C -6.545 3.056 1.159 -0.318
F -7.658 3.948 1.196 0.088
F -5.471 3.784 0.622 0.112
F -6.250 2.758 2.493 0.124
H 6.440 1.401 0.546 0.096
H 5.291 0.793 1.868 0.087
H 4.872 2.323 0.832 0.101
H 2.946 0.178 1.483 0.128
H 3.818 -1.438 1.883 0.133
H 1.727 -2.560 1.576 0.110
H 2.108 -2.304 -0.208 0.118
H 0.276 -0.854 -0.526 0.114
H 0.782 0.231 0.862 0.103
H -0.194 -1.942 2.391 0.113
H -1.192 -0.450 1.989 0.109
H -1.326 -3.240 0.574 0.116
H -2.044 -1.750 -0.285 0.100
H -2.858 -1.711 2.668 0.080
H -3.066 -3.438 2.068 0.088
H -5.166 -1.851 -1.564 0.047
H -5.908 -3.302 -0.740 0.048
H -4.094 -3.361 -1.111 0.046
H -6.910 -2.569 1.611 0.025
H -5.734 -3.570 2.309 0.033
C 0.049 5.620 -2.216 -0.048
O -0.782 4.582 -2.730 -0.001
C -1.579 4.008 -1.813 -0.599
O -1.635 4.298 -0.643 0.123
O -2.300 3.057 -2.425 0.010
C -3.199 2.358 -1.564 -0.061
H 0.646 6.008 -3.042 0.093
H -0.557 6.435 -1.814 0.098
H 0.726 5.229 -1.454 0.097
H -3.933 3.044 -1.136 0.081
H -2.650 1.840 -0.777 0.090
H -3.727 1.616 -2.163 0.095
C 6.832 -1.460 -1.701 -0.044
O 8.152 -1.677 -2.200 0.010
C 9.052 -1.992 -1.256 -0.600
O 8.832 -2.098 -0.073 0.118
O 10.241 -2.168 -1.856 -0.002
C 11.300 -2.509 -0.964 -0.050
H 6.191 -1.213 -2.547 0.101
H 6.445 -2.366 -1.228 0.105
H 6.818 -0.623 -1.002 0.074
H 11.091 -3.456 -0.461 0.098
H 11.463 -1.713 -0.235 0.097
H 12.208 -2.626 -1.556 0.093
```

The value obtained for the LUMO energy is 0.47 eV. Its SMILES is CC(=O)OCCCCCC[Si@@](C)(N)C(F)(F)C(F)(F)C(F)(F)C(F)(F)F.COC(=O)OC.COC(=O)OC. The value obtained for the total energy is -70425.1213 eV.

---

no.,gap between HOMO and LUMO (eV)
1,5.662
2,9.329
3,10.564